# C58H53N5O6Ru

A molecular structure, C58H53N5O6Ru (the ωB97M-V functional and the def2-TZVPD basis, the OMol25 dataset).

The value obtained for the frontier orbital gap (spin up / spin down) is 6.3 / 6.3 eV. Its total charge is -1. Its expectation value of S² is 0.758. Its multiplicity is 2. The HOMO energy (spin up / spin down) comes out at -4.19 / -4.17 eV. The LUMO energy (spin up / spin down) comes out at 2.10 / 2.13 eV. The energy above the lowest of the compared OMol25 structures with the same formula, charge and spin is 1.286 eV.

Atoms and positions in Å:
Ru1 0.107922 0.502621 -0.552223
O1 0.905750 2.337396 -1.753949
C1 0.194630 3.471310 -1.846408
C2 -0.753550 3.624688 -0.594744
C3 -0.046680 3.319786 0.683451
C4 0.069516 4.310606 1.646998
C5 0.723395 4.051455 2.841823
C6 1.299839 2.799404 2.998327
C7 1.151162 1.834586 2.013499
C8 1.702913 0.471940 2.294113
C9 2.606758 -0.151492 1.184291
O2 1.896596 -0.502651 0.084413
C10 3.709732 0.879825 0.904035
C11 3.675283 1.659408 -0.243928
C12 4.651189 2.623442 -0.448461
C13 5.659056 2.814813 0.480591
C14 5.690285 2.038735 1.626547
C15 4.721321 1.074208 1.837115
C16 3.250919 -1.446582 1.712261
C17 3.024825 -1.969316 2.978627
C18 3.578030 -3.181313 3.356048
C19 4.359894 -3.899831 2.471528
C20 4.605180 -3.381289 1.210203
C21 4.061644 -2.165152 0.838983
N1 0.456858 2.079925 0.888281
C22 -0.747895 3.394240 -3.073663
C23 -1.399915 2.186191 -3.290503
C24 -2.248608 2.014711 -4.366148
C25 -2.438550 3.052607 -5.265450
C26 -1.778006 4.253227 -5.070238
C27 -0.943242 4.428947 -3.976170
C28 1.140591 4.666441 -2.007295
C29 0.841599 5.965756 -1.621828
C30 1.730468 7.001200 -1.860496
C31 2.937514 6.758165 -2.492761
C32 3.249731 5.463999 -2.874224
C33 2.361875 4.430724 -2.632363
H1 -1.550791 2.895459 -0.749887
H2 -1.199162 4.616652 -0.556613
H3 -0.357637 5.283684 1.459589
H4 0.780504 4.793190 3.624141
H5 1.852510 2.554069 3.892095
H6 0.880203 -0.232661 2.413792
H7 2.269154 0.531707 3.222858
H8 2.877381 1.514097 -0.962720
H9 4.623902 3.241519 -1.334488
H10 6.419286 3.569432 0.318957
H11 6.465706 2.193094 2.363963
H12 4.752585 0.464609 2.731357
H13 2.400307 -1.454158 3.691254
H14 3.383794 -3.560012 4.351140
H15 4.766370 -4.859133 2.762935
H16 5.217256 -3.932592 0.508744
H17 4.238567 -1.782179 -0.153280
H18 -1.214342 1.362396 -2.605449
H19 -2.755572 1.068681 -4.501423
H20 -3.096120 2.925331 -6.115660
H21 -1.908839 5.065811 -5.774748
H22 -0.440440 5.375771 -3.836488
H23 -0.094970 6.197575 -1.136502
H24 1.476164 8.006889 -1.552012
H25 3.629753 7.570265 -2.678434
H26 4.192041 5.262086 -3.369670
H27 2.594922 3.415011 -2.914303
C34 -3.511954 2.230766 1.829829
O3 -4.443341 2.124368 0.777231
C35 -4.359275 1.026055 -0.058334
C36 -5.559531 0.510849 -0.506626
C37 -5.579862 -0.557761 -1.404265
C38 -4.406809 -1.130673 -1.815124
C39 -3.144961 -0.652707 -1.385361
C40 -1.986638 -1.294736 -1.860767
N2 -0.688001 -1.043815 -1.644819
N3 0.134670 -1.867440 -2.272470
C41 1.361709 -1.386928 -2.510081
O4 1.644495 -0.174825 -2.414688
C42 2.381032 -2.337381 -3.002692
C43 3.718384 -1.992922 -2.806442
C44 4.731623 -2.826546 -3.231292
C45 4.426250 -4.004294 -3.896774
C46 3.099477 -4.337562 -4.121702
C47 2.077952 -3.522506 -3.668505
C48 -3.113998 0.493010 -0.508899
O5 -2.024262 1.073535 -0.178200
H28 -2.573010 2.678491 1.495250
H29 -3.303340 1.253069 2.270196
H30 -3.976853 2.869238 2.584159
H31 -6.475902 0.961155 -0.156181
H32 -6.530495 -0.930219 -1.760533
H33 -4.429509 -1.966422 -2.497006
H34 -2.168116 -2.128995 -2.540268
H35 3.931015 -1.052101 -2.320576
H36 5.762873 -2.567220 -3.042223
H37 5.213466 -4.661241 -4.242385
H38 2.862923 -5.246116 -4.661645
H39 1.046449 -3.790317 -3.840000
C49 -5.488478 -3.666534 3.490481
C50 -4.689648 -3.819279 2.197252
N4 -3.653712 -4.826106 2.261598
C51 -4.079665 -6.212667 2.223809
C52 -3.685626 -6.947529 3.502176
C53 -2.357335 -4.546389 1.879838
O6 -1.619291 -5.411086 1.435058
C54 -1.940291 -3.152296 2.132203
C55 -2.183269 -2.561394 3.392900
C56 -1.907833 -1.221218 3.553612
C57 -1.370989 -0.515470 2.488782
N5 -1.020089 -1.097928 1.327279
C58 -1.291033 -2.379659 1.169681
H40 -6.220949 -2.872132 3.361096
H41 -4.835879 -3.400518 4.317421
H42 -6.007583 -4.588130 3.744107
H43 -4.227478 -2.863353 1.948657
H44 -5.379765 -4.068890 1.379191
H45 -3.608307 -6.706623 1.368446
H46 -5.163035 -6.236858 2.090256
H47 -2.603629 -7.011550 3.566845
H48 -4.095919 -7.953764 3.501408
H49 -4.059925 -6.420706 4.376527
H50 -2.563457 -3.160069 4.206646
H51 -2.095094 -0.720995 4.493746
H52 -1.185950 0.545529 2.569095
H53 -0.992790 -2.831522 0.233649

Forces on the atoms, in the same order (eV/Å):
Ru -0.19 1.10 1.29
O 0.05 -2.55 1.01
C -1.22 0.59 0.11
C 0.24 -0.15 -0.43
C -0.02 -0.03 -0.24
C 0.18 0.05 0.46
C 0.03 -0.46 -0.45
C -0.15 0.51 0.15
C -0.07 -0.11 0.10
C 0.17 -0.34 -0.39
C 0.28 0.51 0.74
O -1.80 0.56 -0.89
C -0.03 -0.19 -0.01
C -0.14 -0.14 -0.05
C 0.07 0.09 -0.07
C 0.11 0.13 -0.03
C 0.08 0.01 0.18
C 0.01 0.14 -0.01
C -0.15 0.11 0.08
C -0.04 0.10 -0.12
C 0.03 -0.18 0.14
C 0.02 -0.10 0.17
C 0.05 0.02 -0.11
C -0.03 -0.07 -0.02
N 0.41 -0.11 -0.07
C 0.18 0.22 0.05
C 0.00 -0.23 0.16
C 0.00 -0.05 0.05
C -0.08 0.09 -0.14
C -0.12 0.09 -0.16
C -0.04 -0.03 0.08
C 0.15 -0.21 0.06
C -0.08 -0.03 0.05
C 0.08 0.19 0.00
C 0.03 0.14 0.05
C 0.11 -0.06 -0.11
C -0.01 -0.02 0.04
H 0.11 0.22 0.12
H -0.06 0.01 0.09
H -0.08 0.03 -0.08
H 0.08 0.11 0.02
H 0.04 -0.04 0.06
H 0.19 0.05 0.18
H -0.09 0.04 0.04
H 0.02 -0.01 -0.04
H -0.06 0.01 -0.08
H 0.00 0.02 -0.03
H 0.11 -0.02 0.05
H 0.02 -0.06 0.06
H -0.07 0.07 0.06
H -0.01 -0.08 0.03
H 0.06 -0.03 0.00
H 0.01 -0.01 -0.06
H -0.02 0.10 -0.10
H -0.10 0.17 -0.25
H -0.02 -0.06 -0.03
H -0.02 -0.01 -0.04
H -0.03 0.01 -0.03
H 0.05 0.03 -0.02
H -0.11 -0.01 0.02
H -0.02 0.05 0.02
H 0.00 0.00 -0.01
H 0.01 -0.03 0.00
H 0.01 -0.11 -0.04
C 0.16 0.16 0.20
O -0.04 -0.18 -0.47
C -0.27 -0.06 0.04
C 0.43 0.00 0.05
C -0.32 0.06 0.08
C 0.63 -0.01 0.07
C -1.41 1.28 1.26
C 2.65 -0.28 -0.30
N -2.24 0.86 -0.79
N 1.19 -2.10 -0.62
C -1.26 1.06 0.01
O 0.18 -0.07 0.11
C 0.44 -0.29 -0.17
C -0.29 0.12 0.00
C 0.14 -0.18 -0.04
C -0.02 -0.05 0.00
C 0.07 -0.22 -0.12
C -0.05 0.21 0.14
C -0.47 -0.80 -0.90
O 2.00 0.28 0.18
H -0.08 -0.08 0.10
H -0.03 0.00 0.01
H 0.01 -0.02 -0.02
H -0.08 0.08 0.05
H -0.01 -0.06 -0.04
H 0.02 -0.18 -0.13
H 0.23 0.03 0.13
H -0.02 0.09 0.08
H 0.12 0.08 -0.01
H 0.05 -0.01 -0.01
H -0.03 -0.04 0.02
H -0.10 0.03 0.06
C 0.16 -0.03 -0.30
C -0.45 0.43 0.10
N 0.33 0.09 -0.18
C 0.18 -0.34 0.06
C -0.09 0.09 -0.23
C -0.26 -0.97 -0.13
O 0.00 0.32 0.20
C 0.30 1.11 1.07
C 0.29 -0.48 -1.11
C 0.12 0.21 0.03
C 0.07 -0.44 -0.54
N 0.11 0.89 0.44
C -0.17 -0.63 -0.09
H -0.12 0.01 0.05
H 0.06 0.03 0.12
H -0.09 -0.08 0.06
H -0.21 -0.11 -0.09
H 0.11 0.06 0.03
H -0.13 0.07 0.02
H 0.05 0.06 -0.03
H 0.13 -0.01 0.05
H -0.01 -0.17 0.02
H -0.05 0.05 0.11
H -0.17 -0.04 0.02
H -0.01 0.04 0.01
H 0.05 0.10 -0.07
H 0.04 -0.02 -0.17

Atomic partial charges in e from the Mulliken method, atoms 1 to 2:
1. Ru 0.842
2. O -0.112

***

# C21H21BaN5OSTe

A molecular structure, C21H21BaN5OSTe (the ωB97M-V functional and the def2-TZVPD basis, the OMol25 dataset).

The value obtained for the frontier orbital gap is 6.3 eV. The HOMO energy comes out at -6.46 eV. The LUMO energy comes out at -0.11 eV. The energy above the lowest of the compared OMol25 structures with the same formula, charge and spin is 1.024 eV.

Atoms and positions in Å:
Ba1 0.654964 0.497072 1.262273
O1 -2.370904 -0.871310 -1.384984
C1 -1.504374 -0.917594 -0.481694
N1 -0.235004 -0.584986 -0.609037
C2 0.080246 -0.139397 -1.950114
C3 1.426852 0.503949 -2.111219
C4 1.821960 0.888246 -3.394068
C5 3.034988 1.520906 -3.566555
C6 3.841508 1.743269 -2.454883
C7 3.386337 1.317679 -1.225504
N2 2.203234 0.715641 -1.049867
C8 -1.963871 -1.337096 0.895716
C9 -3.278154 -1.782665 1.022587
C10 -3.780463 -2.063198 2.277342
C11 -2.943116 -1.923139 3.377030
C12 -1.644937 -1.511103 3.154974
N3 -1.156750 -1.206908 1.950384
H1 -0.680900 0.571863 -2.296044
H2 0.017653 -0.983976 -2.647697
H3 1.171141 0.691455 -4.236329
H4 3.354090 1.840708 -4.549846
H5 4.792703 2.248539 -2.540139
H6 3.978702 1.468742 -0.331511
H7 -3.869393 -1.868482 0.123499
H8 -4.808257 -2.377737 2.403241
H9 -3.284391 -2.130078 4.381378
H10 -0.948679 -1.401123 3.981229
Te1 1.700101 3.463408 1.690851
C13 2.304465 3.628505 3.701772
C14 1.665765 4.282134 4.714402
C15 2.372751 4.253512 5.949676
C16 3.542983 3.569055 5.866074
S1 3.790493 2.962192 4.274828
H11 0.713146 4.774676 4.575524
H12 2.017424 4.717791 6.859463
H13 4.276260 3.388541 6.636452
C17 -6.105997 1.255848 -0.021564
C18 -4.821518 1.519686 0.688649
C19 -4.558434 2.017687 1.946763
C20 -3.153699 2.027518 2.058294
N4 -2.598435 1.559947 0.948400
N5 -3.623968 1.280705 0.122541
C21 -2.313399 2.481125 3.209110
H14 -6.944003 1.628989 0.562210
H15 -6.246860 0.184208 -0.180589
H16 -6.119424 1.741826 -0.997488
H17 -5.280211 2.342987 2.678089
H18 -3.427055 0.734694 -0.717447
H19 -2.931700 2.969027 3.960055
H20 -1.549048 3.180690 2.867247
H21 -1.810467 1.632488 3.681299

Forces on the atoms, in the same order (eV/Å):
Ba 1.33 1.18 1.89
O 0.07 -0.02 0.31
C -0.43 -0.09 -0.62
N -0.39 -0.80 -1.60
C -0.26 -0.17 -0.19
C 0.16 0.01 -0.21
C 0.08 0.03 0.00
C 0.00 -0.02 0.08
C -0.03 -0.01 -0.03
C 0.10 0.04 0.01
N -0.17 -0.12 -0.02
C -0.59 -0.22 0.06
C 0.08 0.03 0.00
C 0.09 0.02 0.04
C -0.03 -0.03 -0.03
C 0.14 0.09 0.16
N -0.71 -0.87 0.11
H 0.03 -0.03 -0.09
H -0.03 0.07 -0.06
H -0.02 0.01 0.02
H 0.00 0.00 -0.01
H 0.02 -0.03 0.02
H -0.04 0.07 0.01
H -0.02 0.00 0.00
H 0.01 -0.03 0.00
H 0.01 0.00 0.00
H -0.08 -0.01 0.05
Te 0.45 1.07 0.09
C 0.00 -0.14 -0.11
C -0.10 0.03 0.04
C -0.01 -0.05 0.06
C 0.16 -0.13 -0.06
S -0.19 0.12 0.03
H 0.03 0.02 -0.01
H 0.02 0.01 -0.01
H -0.05 0.03 0.02
C 0.09 -0.09 -0.03
C -0.03 0.05 0.03
C -0.04 0.03 -0.02
C -0.02 -0.03 -0.03
N 0.38 0.03 0.13
N 0.02 -0.23 -0.16
C -0.02 -0.03 -0.17
H 0.00 0.00 0.01
H -0.04 0.03 -0.01
H -0.03 0.01 0.00
H 0.02 0.01 -0.02
H -0.02 0.12 0.15
H 0.04 0.00 0.04
H 0.04 0.00 0.06
H 0.00 0.02 0.06

Atomic partial charges in e from the Mulliken method, atoms 1 to 2:
1. Ba 1.606
2. O -0.872

***

# C15H12AlF6N5O4S3

A molecular structure, C15H12AlF6N5O4S3 (the ωB97M-V functional and the def2-TZVPD basis, the OMol25 dataset).

The value obtained for the frontier orbital gap is 8.3 eV. Its total charge is +2. The HOMO energy comes out at -15.61 eV. The LUMO energy comes out at -7.27 eV. The energy above the lowest of the compared OMol25 structures with the same formula, charge and spin is 0.000 eV.

Atoms and positions in Å:
Al1 -0.039482 -1.270686 0.054715
F1 1.480841 -3.435347 2.443534
C1 0.529760 -3.396831 3.377729
F2 0.982026 -2.820699 4.463795
F3 0.079559 -4.602116 3.611000
S1 -0.891459 -2.358383 2.736860
O1 -0.176546 -1.363496 1.825483
O2 -1.538363 -1.745229 3.829394
N1 -1.810677 -3.267758 1.873489
S2 -1.376823 -3.860879 0.481605
O3 -0.454684 -4.937323 0.459816
O4 -0.988954 -2.700409 -0.428472
C2 -3.035447 -4.346850 -0.220456
F4 -3.558661 -5.232354 0.587561
F5 -3.786144 -3.268322 -0.299111
F6 -2.798816 -4.845422 -1.411160
N2 3.373977 -0.903486 1.479748
C3 2.801357 -0.242522 0.487292
S3 2.016864 -1.187240 -0.780958
N3 2.842759 1.070713 0.443914
C4 2.331499 1.958393 -0.577856
C5 1.565964 3.032316 -0.149911
C6 1.115545 3.955644 -1.083346
C7 1.437787 3.798287 -2.426032
C8 2.216619 2.721507 -2.834810
C9 2.676249 1.794571 -1.909487
H1 3.389033 -1.911584 1.457760
H2 3.949761 -0.443659 2.172527
H3 3.265558 1.541944 1.236849
H4 1.334734 3.159791 0.902332
H5 0.531760 4.806609 -0.756348
H6 1.106334 4.531744 -3.150141
H7 2.502496 2.618368 -3.873763
H8 3.331765 0.991353 -2.224394
N4 -3.660480 4.732306 -1.807413
C10 -3.142130 3.744115 -1.537205
C11 -2.457309 2.526474 -1.193682
C12 -1.450845 2.039948 -2.021326
C13 -0.768287 0.911565 -1.636818
N5 -1.062998 0.255279 -0.492398
C14 -2.066713 0.712688 0.288995
C15 -2.780157 1.841479 -0.026074
H9 -1.197737 2.538737 -2.945164
H10 0.036558 0.517879 -2.242572
H11 -2.285120 0.153398 1.189321
H12 -3.570986 2.185472 0.625174

Forces on the atoms, in the same order (eV/Å):
Al -0.26 0.18 -0.19
F 0.04 0.00 -0.07
C -0.14 0.01 0.02
F 0.10 -0.03 0.01
F 0.03 0.01 0.09
S -0.22 0.02 0.18
O 0.16 0.06 0.04
O 0.01 -0.07 -0.18
N 0.25 -0.06 -0.03
S -0.15 -0.17 -0.01
O -0.18 0.25 0.06
O 0.25 0.03 -0.02
C 0.10 -0.10 0.04
F -0.02 -0.03 -0.04
F -0.03 0.07 -0.01
F -0.04 -0.02 -0.02
N 0.06 -0.01 -0.08
C -0.11 0.00 0.05
S 0.03 -0.29 -0.01
N -0.01 0.17 0.03
C -0.02 -0.09 0.17
C -0.11 0.05 0.00
C 0.05 0.01 -0.01
C 0.02 0.00 0.04
C -0.02 0.01 -0.04
C 0.15 0.02 -0.07
H -0.02 0.00 0.01
H 0.00 0.00 0.00
H 0.10 0.01 -0.05
H 0.02 -0.01 -0.03
H 0.02 0.00 -0.01
H 0.02 -0.01 0.01
H -0.02 0.01 0.02
H -0.05 0.04 0.04
N 0.03 -0.05 0.01
C 0.03 -0.07 0.00
C -0.11 0.19 -0.09
C -0.02 -0.02 -0.08
C -0.07 -0.09 0.06
N 0.11 0.05 0.02
C 0.06 -0.10 0.02
C -0.08 0.03 0.06
H 0.00 -0.01 0.01
H 0.04 -0.01 0.04
H 0.02 0.01 0.01
H 0.01 0.00 0.00

Atomic partial charges in e from the Mulliken method, atoms 1 to 2:
1. Al 0.095
2. F -0.187

***

# C2H7N2

A gas-phase ion, C2H7N2 (charge +1) (the ωB97M-V functional and the def2-TZVPD basis, the OMol25 dataset).

The value obtained for the frontier orbital gap is 11.6 eV. Its total charge is +1. As for the SMILES: NCC=[NH2+]. The HOMO energy comes out at -16.01 eV. The LUMO energy comes out at -4.42 eV. The energy above the lowest of the compared OMol25 structures with the same formula, charge and spin is 1.645 eV.

Atoms and positions in Å:
N1 1.026447 -0.002762 0.611071
C1 -0.112653 -0.814184 0.322022
C2 -1.010762 0.097238 -0.661393
N2 -0.459750 1.190441 -0.810333
H1 0.760730 0.589067 1.411716
H2 1.894150 -0.521458 0.827700
H3 -0.792778 -1.339101 1.037665
H4 0.177704 -1.525587 -0.432149
H5 -2.019449 -0.295668 -1.056349
H6 -0.631443 1.884233 -1.603145
H7 0.488194 1.053716 -0.375956

Forces on the atoms, in the same order (eV/Å):
N 0.20 -0.20 2.28
C -2.17 0.08 -2.41
C -2.05 -3.81 2.01
N 0.15 3.28 -3.68
H 0.82 -0.33 -0.08
H -0.81 0.43 -0.23
H 0.97 0.73 -0.01
H 0.29 -1.00 -0.06
H 1.79 0.96 0.36
H -0.15 -1.07 1.72
H 0.96 0.93 0.09

Atomic partial charges in e from the Mulliken method, atoms 1 to 2:
1. N -0.611
2. C -0.376